{"formula": "C18H34ClIO6S", "method": "the ωB97M-V functional and the def2-TZVPD basis", "species": ["C", "C", "C", "C", "C", "C", "Cl", "O", "S", "O", "O", "O", "C", "C", "C", "C", "I", "H", "H", "H", "H", "H", "H", "H", "H", "H", "H", "H", "H", "H", "H", "H", "H", "H", "H", "C", "C", "C", "O", "C", "H", "H", "H", "H", "H", "H", "H", "H", "C", "C", "C", "O", "C", "H", "H", "H", "H", "H", "H", "H", "H"], "coordinates": [[1.3866, -2.2350, -1.2088], [1.0581, -0.8459, -0.6640], [1.1289, 0.2100, -1.7788], [-0.2738, -0.7980, 0.0797], [-1.4741, -1.0263, -0.8565], [-2.7118, -1.5470, -0.1672], [-3.0473, -0.7754, 1.3971], [-2.4560, -2.9628, 0.1290], [-3.3914, -3.9156, -0.7223], [-4.5248, -4.2895, 0.0458], [-2.6216, -4.9124, -1.3649], [-3.7897, -2.7935, -1.7862], [-4.0050, -1.5901, -1.0107], [-4.2453, -0.4617, -1.9786], [-4.3742, 0.9381, -1.3791], [-5.4438, 1.1730, -0.3150], [-7.2886, 0.1487, -0.6298], [2.4619, -2.3208, -1.3734], [1.1176, -3.0244, -0.5080], [0.9156, -2.4219, -2.1755], [1.8372, -0.5906, 0.0567], [2.1654, 0.3809, -2.0614], [0.7020, 1.1562, -1.4449], [0.5706, -0.1454, -2.6472], [-0.2689, -1.5434, 0.8766], [-0.3783, 0.1813, 0.5505], [-1.1853, -1.7678, -1.5992], [-1.7017, -0.0848, -1.3522], [-4.8364, -1.7575, -0.3255], [-3.4354, -0.4535, -2.7093], [-5.1533, -0.6945, -2.5359], [-3.4095, 1.2321, -0.9605], [-4.5863, 1.6139, -2.2075], [-5.0908, 0.9317, 0.6816], [-5.7157, 2.2245, -0.3147], [1.7082, 5.6805, -0.5020], [0.4935, 5.6223, 0.4223], [0.0705, 4.1663, 0.2789], [1.2663, 3.4237, 0.0365], [2.3419, 4.3169, -0.2603], [2.3868, 6.5033, -0.2838], [1.3861, 5.7698, -1.5416], [0.7930, 5.8297, 1.4516], [-0.2984, 6.3186, 0.1514], [-0.6075, 4.0332, -0.5723], [-0.4152, 3.7718, 1.1724], [3.0253, 4.3429, 0.5951], [2.8863, 3.9381, -1.1258], [4.5863, -1.6227, 3.2267], [5.4020, -2.7206, 2.5469], [4.3036, -3.6358, 2.0225], [3.1870, -2.7944, 1.7256], [3.4010, -1.4947, 2.2794], [5.1276, -0.6861, 3.3501], [4.2512, -1.9562, 4.2110], [5.9772, -2.3037, 1.7174], [6.0915, -3.2331, 3.2157], [4.0025, -4.3668, 2.7803], [4.5891, -4.1744, 1.1184], [3.6227, -0.7935, 1.4670], [2.4867, -1.1680, 2.7768]], "forces_ev_per_angstrom": [[0.28, 0.02, -0.01], [0.18, 0.19, -0.18], [-0.21, -0.31, 0.33], [-0.15, -0.04, -0.13], [0.49, 0.36, 0.48], [0.04, -0.77, 0.14], [0.05, 0.19, -0.04], [0.12, 0.48, 0.20], [-0.20, -0.32, -0.35], [-0.10, 0.16, 0.11], [0.20, 0.14, -0.10], [-0.29, -0.25, 0.15], [0.40, 0.04, 0.01], [-0.07, 0.12, -0.15], [-0.20, -0.17, -0.13], [0.27, 0.31, 0.04], [-0.05, -0.01, 0.02], [0.02, 0.00, -0.03], [-0.07, -0.02, 0.01], [-0.17, -0.06, 0.04], [-0.09, -0.02, 0.16], [0.03, 0.02, -0.19], [0.09, 0.10, -0.01], [0.05, 0.13, -0.14], [0.00, -0.07, 0.00], [-0.02, 0.00, 0.09], [-0.25, -0.02, -0.22], [-0.05, -0.03, -0.16], [-0.16, 0.06, -0.08], [0.05, -0.03, 0.00], [-0.03, -0.09, 0.05], [-0.03, 0.16, 0.12], [0.11, 0.00, -0.09], [-0.16, -0.27, 0.00], [-0.04, 0.00, 0.04], [-0.04, -0.01, -0.04], [0.04, 0.00, 0.04], [0.00, -0.01, -0.04], [-0.03, -0.03, 0.00], [0.01, 0.01, 0.05], [0.00, 0.01, 0.02], [0.00, 0.00, 0.00], [0.00, -0.01, 0.00], [0.00, 0.00, -0.02], [-0.02, 0.02, 0.01], [0.01, -0.03, 0.00], [0.01, 0.02, -0.01], [-0.01, -0.03, 0.00], [-0.01, -0.04, 0.04], [0.01, 0.04, -0.04], [-0.04, -0.03, 0.03], [0.01, 0.06, 0.01], [0.03, -0.02, -0.03], [0.01, 0.01, -0.01], [0.00, 0.00, 0.00], [0.00, 0.00, 0.00], [-0.01, 0.00, 0.02], [0.03, -0.01, 0.00], [-0.02, 0.00, -0.02], [0.01, 0.03, 0.02], [-0.02, -0.01, -0.02]], "mulliken_charge": [-1.79, 1.50, -1.56, -1.40, -0.62, 1.00, -0.19, -0.27, 1.13, -0.57, -0.59, -0.53, -0.14, -1.20, -0.33, -1.16, 0.02, 0.42, 0.36, 0.47, -0.25, 0.46, 0.24, 0.30, 0.56, 0.32, 0.36, 0.36, 0.60, 0.37, 0.57, 0.13, 0.49, 0.33, 0.57, -0.57, -0.57, -0.38, -0.33, -0.42, 0.34, 0.27, 0.27, 0.33, 0.22, 0.31, 0.28, 0.27, -0.60, -0.53, -0.45, -0.34, -0.32, 0.34, 0.27, 0.26, 0.34, 0.26, 0.26, 0.21, 0.33], "homo_ev": -9.56, "total_energy_ha": -2313.7371, "e_lumo_ha": 0.012, "charge": 0}